C18H18BrN7O3Os as an isolated structure in a non-equilibrium geometry, computed with the ωB97M-V functional and the def2-TZVPD basis.

Values from the calculation:
Orbital gap, eV: 6.5
Calculated total energy, eV: -108023.081
Charge: +2
Relative energy (zero: lowest compared OMol25 entry of this formula, charge and spin), kcal per mole: 13.91

The geometry in XYZ format:
```
48
C18H18BrN7O3Os (the ωB97M-V functional and the def2-TZVPD basis)
Os -0.43 -0.33 0.11
Br -0.06 5.80 -4.14
C -0.25 4.12 -3.32
C -0.45 2.98 -4.11
C -0.61 1.73 -3.53
C -0.55 1.57 -2.16
O -0.70 0.30 -1.68
C -0.37 2.70 -1.36
C -0.43 2.68 0.05
N -0.58 1.61 0.79
C -0.80 1.69 2.20
C -1.12 2.82 2.90
C -1.25 2.78 4.31
C -1.06 1.61 4.99
C -0.76 0.42 4.29
C -0.52 -0.82 4.93
C -0.21 -1.92 4.18
C -0.19 -1.82 2.78
N -0.46 -0.68 2.16
C -0.68 0.46 2.89
C -0.22 3.98 -1.97
H -0.47 3.08 -5.18
H -0.76 0.85 -4.14
H -0.39 3.65 0.54
H -1.27 3.77 2.40
H -1.49 3.69 4.84
H -1.13 1.59 6.07
H -0.56 -0.88 6.01
H 0.02 -2.88 4.64
H 0.08 -2.66 2.16
H -0.10 4.86 -1.36
N -2.39 -1.38 0.18
N -2.25 -2.72 -0.26
C -1.02 -3.14 -0.60
N -0.75 -4.42 -0.86
N -0.15 -2.16 -0.59
N 1.32 -2.23 -0.46
O 1.71 -3.14 0.26
O 1.33 -0.82 0.25
H -2.81 -1.39 1.11
H -3.00 -0.88 -0.46
H -3.07 -3.31 -0.29
H -1.46 -5.13 -0.80
H 0.22 -4.70 -0.84
C 2.05 -2.04 -1.75
H 1.55 -1.28 -2.34
H 2.05 -3.01 -2.24
H 3.05 -1.75 -1.47
```


A 2-piece molecular cluster, C18H18Cl2O4S overall in a non-equilibrium geometry, computed with the ωB97M-V functional and the def2-TZVPD basis.

Values from the calculation:
Orbital gap, eV: 9.2
Calculated total energy, eV: -63026.540
Relative energy (zero: lowest compared OMol25 entry of this formula, charge and spin), kcal per mole: 0.00
SMILES: O=C(C[C@@H]1CCCOS1(=O)=O)c1ccccc1.Clc1ccccc1Cl

The geometry in XYZ format:
```
43
C18H18Cl2O4S (the ωB97M-V functional and the def2-TZVPD basis)
O 1.88 4.09 0.53
C 1.51 3.23 -0.23
C 0.08 3.38 -0.88
C -0.79 2.08 -0.85
C -1.81 2.04 -2.07
C -2.46 0.59 -2.05
C -3.30 0.34 -0.73
O -3.31 1.46 0.18
S -1.77 1.85 0.67
O -1.24 0.69 1.38
O -1.89 3.04 1.49
C 2.35 1.97 -0.56
C 3.12 1.38 0.51
C 3.89 0.18 0.28
C 3.91 -0.42 -1.04
C 3.14 0.16 -2.14
C 2.36 1.35 -1.88
H -0.47 4.27 -0.49
H 0.28 3.60 -1.97
H -0.16 1.16 -0.96
H -2.63 2.79 -1.89
H -1.29 2.23 -3.04
H -3.01 0.36 -2.99
H -1.58 -0.12 -2.02
H -2.91 -0.60 -0.26
H -4.36 0.20 -1.05
H 3.12 1.85 1.52
H 4.48 -0.28 1.10
H 4.50 -1.35 -1.20
H 3.18 -0.31 -3.14
H 1.75 1.80 -2.70
Cl 2.42 -3.98 2.74
C 0.74 -3.75 2.43
C -0.11 -4.84 2.60
C -1.47 -4.71 2.37
C -1.99 -3.48 1.98
C -1.15 -2.39 1.81
C 0.22 -2.53 2.03
Cl 1.22 -1.14 1.80
H 0.29 -5.80 2.90
H -2.13 -5.56 2.50
H -3.06 -3.38 1.80
H -1.56 -1.44 1.50
```


A 18-piece molecular cluster, C18H18Cl54 overall in a non-equilibrium geometry, computed with the ωB97M-V functional and the def2-TZVPD basis.

Values from the calculation:
Orbital gap, eV: 10.9
Calculated total energy, eV: -695168.220
Relative energy (zero: lowest compared OMol25 entry of this formula, charge and spin), kcal per mole: 7.07

The geometry in XYZ format:
```
90
C18H18Cl54 (the ωB97M-V functional and the def2-TZVPD basis)
C 1.97 5.89 1.23
Cl 1.67 4.24 0.84
Cl 1.96 6.07 2.99
Cl 0.90 7.05 0.50
H 2.96 6.06 0.76
C 2.86 5.09 -3.59
Cl 2.02 5.65 -5.02
Cl 4.56 5.49 -3.61
Cl 2.57 3.32 -3.24
H 2.45 5.54 -2.74
C -4.28 1.44 -3.56
Cl -5.61 0.74 -4.60
Cl -3.67 0.42 -2.27
Cl -4.83 2.93 -2.72
H -3.53 1.70 -4.26
C 0.24 1.93 4.83
Cl 0.67 3.65 5.14
Cl 0.38 0.90 6.31
Cl 1.15 1.20 3.54
H -0.80 1.93 4.56
C -3.80 -1.83 4.88
Cl -2.17 -1.29 4.48
Cl -3.75 -3.29 5.99
Cl -4.74 -2.21 3.44
H -4.35 -1.10 5.43
C 2.48 -1.75 -4.86
Cl 2.16 -0.89 -3.30
Cl 3.04 -0.64 -6.07
Cl 1.01 -2.61 -5.31
H 3.25 -2.51 -4.76
C -0.41 1.10 -6.15
Cl -0.45 1.10 -4.39
Cl 0.59 2.50 -6.60
Cl -2.04 1.31 -6.71
H -0.05 0.16 -6.55
C -5.69 -1.64 -0.45
Cl -6.99 -2.58 0.15
Cl -4.12 -2.44 -0.27
Cl -5.59 -0.09 0.39
H -5.85 -1.36 -1.48
C -3.82 3.63 2.34
Cl -4.17 2.57 3.64
Cl -4.08 2.85 0.80
Cl -2.22 4.29 2.38
H -4.49 4.46 2.38
C 3.96 -3.49 1.71
Cl 2.45 -4.42 1.43
Cl 4.49 -2.43 0.40
Cl 5.25 -4.45 2.41
H 3.75 -2.77 2.55
C 1.19 -3.38 5.55
Cl 1.28 -5.09 5.15
Cl 1.40 -2.39 4.10
Cl 2.30 -3.01 6.86
H 0.19 -3.19 5.89
C -3.25 -3.13 -4.22
Cl -2.12 -4.42 -4.00
Cl -5.05 -3.60 -4.32
Cl -2.83 -2.19 -5.60
H -3.17 -2.40 -3.34
C -1.87 5.50 -2.99
Cl -1.18 6.80 -3.93
Cl -2.91 6.10 -1.68
Cl -0.66 4.47 -2.27
H -2.52 4.90 -3.60
C 5.21 3.44 1.31
Cl 6.77 2.91 1.86
Cl 4.70 2.49 -0.14
Cl 5.42 5.15 0.95
H 4.42 3.25 2.03
C -1.43 -5.40 1.41
Cl -0.08 -6.48 2.03
Cl -1.55 -5.37 -0.35
Cl -1.58 -3.85 2.19
H -2.32 -5.90 1.68
C 2.02 -6.18 -2.59
Cl 2.66 -4.63 -1.97
Cl 2.74 -7.56 -1.70
Cl 2.31 -6.36 -4.35
H 0.93 -6.20 -2.47
C -0.19 -0.91 0.50
Cl 1.37 -0.15 0.33
Cl -0.74 -1.87 -0.88
Cl -1.40 0.39 0.80
H -0.15 -1.58 1.35
C 4.48 -0.29 4.72
Cl 4.22 -0.10 2.96
Cl 5.08 1.19 5.52
Cl 5.56 -1.68 5.02
H 3.54 -0.66 5.18
```